Record 1
Here is a molecular structure, C17H5BrF7N4S2Se2Y at a distorted geometry from OMol25. Energies are from wB97M-V/def2-TZVPD.

Its gap between HOMO and LUMO is 5.482 eV. The charge is -2. As for the lowest unoccupied orbital energy: 3.4 eV. The value obtained for the energy above the lowest of the compared OMol25 structures with the same formula, charge and spin is 15.37 kcal/mol. For the total energy, the calculation gives -266144.9919 eV.

XYZ file:
```
39
Properties=species:S:1:pos:R:3:forces:R:3:nbo_charge:R:1
F -0.521932 -0.060581 -6.607178 0.0 0.2 -0.4 -0.316
C 2.237634 4.888191 2.673402 -0.5 0.7 -0.2 0.286
C 2.790379 2.892100 4.230954 -0.3 -0.1 0.9 0.292
Se -0.849358 -0.911918 -1.457162 0.1 0.0 -0.3 -0.264
Br -2.546886 1.204754 1.588331 0.2 0.4 -0.1 -0.667
C -2.382448 -4.484544 2.162361 0.8 1.2 -0.1 -0.190
C -0.197663 -3.664498 2.165373 1.5 2.5 -0.5 0.152
C -0.577762 0.176818 -2.987672 -0.3 -0.2 -0.2 -0.259
F 2.170413 1.012083 -1.583283 0.3 -0.7 1.0 -0.438
C 1.966711 2.555827 3.118040 0.9 0.7 -0.2 -0.308
H -2.567189 -1.184984 1.289815 0.5 0.5 0.0 0.286
C -1.030924 -4.731136 2.375370 -4.5 1.3 -0.9 -0.257
N 3.319014 3.154934 5.218409 0.5 0.0 0.1 -0.388
H -3.968942 -3.013987 1.894552 -0.5 0.0 -0.4 0.205
C -0.618618 -0.334944 -4.288042 -0.2 -1.0 -0.7 0.299
S 0.861260 3.603484 0.755873 0.4 -0.4 0.3 -0.341
N 0.167045 -1.362620 1.584126 0.9 -1.4 0.0 -0.696
H -0.781353 -5.687313 2.631761 1.3 -2.2 0.6 0.210
C 1.823387 3.578649 2.238299 -0.8 0.3 -0.5 -0.265
C -2.094661 -2.102349 1.578840 -1.5 -1.0 0.1 -0.209
N 1.122889 -3.738784 2.270591 0.1 1.0 -0.3 -0.655
C -0.652593 2.434545 -4.037920 -0.6 -1.4 1.6 0.285
Y 0.152793 0.949084 0.519982 -0.2 0.2 0.6 1.384
H 3.232721 0.769698 0.155428 0.7 0.2 -0.2 0.112
F 2.839382 -0.999964 -0.672141 0.1 0.4 -0.2 -0.401
C -2.908346 -3.151274 1.831115 0.7 -1.9 0.7 -0.206
H -3.073794 -5.302018 2.197487 -0.3 -0.3 0.3 0.192
F -0.829971 -1.707588 -4.613691 0.7 2.5 1.0 -0.333
C -0.562791 0.509776 -5.394597 -0.3 -1.6 0.2 0.304
C -0.548514 1.577383 -2.903430 -0.7 0.8 -1.2 0.317
Se 1.777823 -2.135823 1.853212 -0.5 0.1 0.2 1.099
C -0.656861 1.868791 -5.284615 0.7 -0.1 -0.3 0.216
F -0.732039 2.169907 -1.688358 0.4 -0.2 -0.3 -0.295
F -1.042685 3.698344 -3.950892 0.5 0.7 0.5 -0.293
C -0.731675 -2.328882 1.752155 1.5 -0.3 0.2 0.110
C 2.389426 0.268899 -0.295833 -1.1 0.2 -0.6 0.022
S 1.368871 0.962873 3.093879 -0.5 -0.6 -0.6 -0.297
N 2.333505 6.001552 2.973958 0.4 -0.5 -0.1 -0.385
F -0.676248 2.625514 -6.388500 -0.2 0.2 -0.2 -0.305
```
Forces are in eV/Å.



Record 2
Here is a molecular structure, C17H62F2HgNO18S2 at a distorted geometry from OMol25. Energies are from wB97M-V/def2-TZVPD.

Its gap between HOMO and LUMO (alpha / beta) is 4.846 / 2.339 eV. As for the spin multiplicity: 2. The charge is +2. As for the lowest unoccupied orbital energy (alpha / beta): -8.6 / -11.1 eV. For the total energy, the calculation gives -88233.6623 eV.

XYZ file:
```
103
Properties=species:S:1:pos:R:3:forces:R:3:lowdin_charge:R:1
H 2.553120 3.927019 3.690537 0.1 -0.1 -0.5 0.043
H -0.296192 -5.716257 0.058645 0.1 -0.2 0.2 0.066
C 2.866998 -3.051230 0.259517 1.0 -0.7 0.2 -0.278
O 0.716218 2.007193 -0.074325 -1.5 -2.3 0.3 -0.280
O -1.747632 0.684509 -0.611011 2.1 -1.9 2.2 -0.274
H -1.708704 1.550630 3.808999 0.1 1.6 0.0 0.010
O 0.071500 -5.150295 -3.193059 1.1 -0.2 -0.8 -0.051
H -2.079117 4.005672 4.469304 0.2 -0.2 0.6 0.130
O -1.547257 0.614490 3.926518 0.1 -1.2 0.3 -0.082
H 4.694572 1.366281 4.576927 0.5 -0.3 -0.2 0.093
C -0.308567 -4.876324 -1.878356 -0.3 0.1 0.3 -0.360
O 4.463878 1.701770 -1.911847 -0.5 -0.1 -0.2 -0.121
C -3.821149 -3.633322 0.430522 -0.1 0.0 -1.0 -0.124
O -1.471851 3.182545 -2.139562 1.6 1.2 -0.5 0.249
H -0.764463 -1.973696 -5.201207 0.0 -0.3 -0.7 0.084
O 1.655008 0.908809 4.224319 -0.8 -1.2 0.1 -0.049
N 0.125349 -0.073225 1.281288 -6.8 -2.6 1.3 -0.336
O -1.502675 -1.360207 -5.217686 0.3 -0.3 0.5 -0.041
H -0.462686 -6.895627 -1.262065 -0.3 -0.1 0.2 0.082
H 0.507137 3.719539 -1.920142 0.3 0.2 0.7 0.173
H 4.870107 -0.762309 -0.738759 0.1 0.7 -0.7 0.059
H -3.443963 0.244147 -4.086613 0.1 -0.4 -0.2 0.083
H -2.355146 0.880719 -2.926934 0.2 0.2 0.0 0.022
H -2.931079 1.749174 1.863627 -0.1 0.1 -0.2 0.065
C -2.711265 3.720265 2.713381 -1.2 -0.5 -2.0 -0.310
H -1.920708 -1.577898 -3.171208 -0.3 -0.3 0.0 0.105
H 0.253799 -4.333316 -3.663071 0.0 -0.1 0.0 0.078
H -1.389360 -4.766480 -1.967344 -0.4 0.1 0.9 0.108
H 5.364501 -2.403063 0.700066 -0.6 0.4 0.1 0.008
O -2.120034 3.260600 3.865331 0.7 0.3 1.7 -0.061
O 6.084615 -1.835145 0.416350 2.0 0.8 -0.4 -0.128
C 5.646223 -0.542439 -0.005678 -1.6 -1.8 0.7 -0.145
C -5.568581 0.886985 -1.737710 0.6 0.1 0.2 -0.053
H 0.090329 -3.945479 -1.475233 0.2 0.3 -0.3 0.079
H 2.681281 2.551946 -2.061052 -0.2 0.2 -0.3 0.057
C 3.268231 1.878974 -2.686101 0.8 0.2 0.9 -0.143
H 0.182917 2.205285 -2.818904 0.3 -0.2 0.6 0.138
C 0.060929 -5.998507 -0.931762 -0.7 -0.7 -0.3 -0.074
H 5.082800 -0.103686 0.817817 0.1 0.6 0.2 0.051
C -2.381744 0.415786 -3.912441 0.4 -0.5 0.2 -0.055
H -4.272513 -0.460157 -0.727514 -0.1 -0.7 0.1 0.085
H -1.039467 3.705127 -4.547024 0.2 0.0 0.0 0.097
O 3.882558 -3.174173 1.297181 -1.0 0.6 0.2 -0.098
H -2.615574 3.119357 0.710422 -0.5 -0.4 -0.2 0.088
H -4.776236 1.341416 -2.332492 0.2 0.1 0.0 0.049
H 2.800414 -1.986451 0.036128 0.1 -0.1 0.0 0.080
O -3.858770 -3.169859 1.763925 0.8 0.1 1.2 -0.128
O -6.026350 -0.093877 0.387402 0.1 -0.5 0.3 -0.037
S -1.199824 -0.400048 0.240475 -6.1 -3.0 -0.8 0.620
H 1.876515 -3.404037 0.546850 -0.1 0.0 0.7 0.098
H 3.415142 -4.924124 -0.624877 0.4 0.0 0.1 0.089
H 3.535388 2.334955 -3.639420 -0.4 0.0 -0.1 0.089
H -1.325946 2.491714 1.618216 0.1 -0.1 0.3 0.046
C 4.953722 1.840624 3.630381 1.0 0.6 1.0 -0.085
H -1.572219 2.354908 -1.663597 -0.3 -1.4 1.0 0.070
H -5.610721 -0.447608 1.177159 -0.3 -0.1 0.2 0.069
H 0.562775 3.066007 2.575697 -0.2 -0.5 0.2 0.038
C -0.143332 3.230744 -2.645457 -1.8 -0.6 -2.1 -0.175
O 3.775574 2.520615 3.216533 -0.6 -0.7 -0.9 -0.155
Hg 0.240569 -0.703630 3.391647 -0.1 0.5 0.6 1.338
H -2.029661 1.069634 -4.710328 0.1 0.2 0.1 0.083
H -4.745002 -4.100599 0.089578 -0.2 0.1 0.3 0.098
S 0.862951 0.567393 0.201056 11.7 6.9 -6.4 0.379
H -5.965732 0.100175 -2.379039 -0.3 0.0 0.3 0.087
F -2.357285 -0.606750 1.346174 1.1 1.1 0.0 -0.184
C 3.281781 -3.884867 -0.925306 -0.6 0.3 -0.2 -0.058
H -3.799469 3.713974 2.775671 -0.2 0.4 0.4 0.129
H 1.606944 3.921077 1.542743 0.3 0.4 -0.1 0.075
H 2.423611 -3.948842 -1.594296 0.2 0.2 -0.5 0.064
O -1.251413 -2.434839 3.173946 1.2 0.2 0.6 -0.054
H 0.745349 3.958231 -4.473944 0.0 -0.1 0.1 0.106
H -6.310894 1.665504 -1.561709 -0.1 -0.2 0.1 0.086
H 1.091720 -6.349873 -0.885923 0.3 0.7 -0.1 0.074
O -1.187355 -1.741512 -0.272197 1.1 1.7 0.2 -0.219
H -0.496914 -0.674474 -3.571475 0.2 0.4 0.2 0.105
C -0.201740 4.053346 -3.942831 0.0 0.5 0.8 0.010
C -4.975929 0.320969 -0.439159 0.0 0.8 -1.3 -0.345
H -4.345551 1.045111 0.076931 -0.1 0.5 0.0 0.079
H 6.416472 0.144920 -0.355469 0.2 -0.6 0.0 0.091
H 0.165053 4.686084 2.224510 0.3 0.6 0.3 0.086
O 1.343030 -0.237889 -0.921755 -2.4 0.7 1.4 -0.232
H 5.010779 1.071037 -2.385859 0.2 -0.1 0.0 0.074
C -1.520031 -0.867350 -3.894170 -0.9 1.0 -0.1 -0.305
H 4.265748 -4.054076 1.320586 -0.3 -0.4 -0.2 0.098
H -3.579272 -2.809404 -0.240872 0.0 0.0 -0.2 0.057
H 4.164331 -3.448508 -1.393058 0.0 -0.4 -0.2 0.090
H 5.381343 1.189104 2.868316 -0.5 -0.4 0.1 0.085
H -3.046560 -4.392382 0.321217 0.1 0.1 0.3 0.084
C 1.019112 4.048099 2.451815 -0.2 -1.3 -0.7 -0.189
H -2.130383 -2.478111 2.797439 -1.2 0.2 -0.9 0.034
H 2.716473 0.943844 -2.782000 0.0 -0.1 -0.3 0.067
H -1.127489 -3.286653 3.592635 0.2 -0.4 0.3 0.095
H 1.541504 1.482810 4.981862 -0.4 0.1 0.5 0.097
H -0.347430 5.090183 -3.639759 -0.1 0.1 -0.5 0.102
H 5.713739 2.605873 3.788075 0.1 -0.1 0.4 0.098
H -4.644409 -2.669450 1.996223 -0.3 -0.3 -0.5 0.086
H 3.911160 2.541265 2.266375 -0.6 0.5 -0.4 0.098
H -2.379893 0.265424 4.244474 -0.3 -0.3 0.2 0.088
F 2.199108 0.668456 1.046998 0.6 -0.2 0.8 -0.177
O 1.730744 4.410078 3.581223 -0.4 1.0 0.8 -0.082
C -2.397070 2.682421 1.684815 0.5 0.3 -1.2 -0.103
H -2.402091 4.706726 2.367831 0.3 0.1 0.4 0.129
H 2.341578 1.328509 3.705944 1.1 0.6 -1.0 0.020
```
Forces are in eV/Å.